DFT (ωB97M-V/def2-TZVPD) results for C5H15MoN7O2S as an isolated structure.

Summary:
- Electronic energy: -32624.73909 eV
- HOMO-LUMO gap (spin up / spin down): 0.294 / 0.310 hartree
- Net charge: +2
- Spin multiplicity: 3
- E_LUMO (spin up / spin down): -7.31 / -7.69 eV

The geometry in XYZ format:
```
31
C5H15MoN7O2S | OMol25 | ωB97M-V/def2-TZVPD
Mo -1.006 -0.139 0.533
N 2.086 -0.818 0.730
N 2.442 -0.246 1.956
C 1.494 0.109 2.828
N 1.818 0.550 4.025
N 0.224 -0.060 2.377
N -0.851 0.193 3.147
O -1.900 -0.177 2.534
O -0.861 0.747 4.202
H 2.426 -1.774 0.682
H 2.489 -0.274 -0.025
H 3.416 -0.168 2.218
H 2.782 0.572 4.323
H 1.113 0.893 4.661
C -3.042 3.081 -2.667
N -2.012 2.754 -1.673
C -0.777 2.326 -1.861
S 0.128 1.730 -0.465
N -0.125 2.358 -3.005
C -0.421 3.129 -4.219
H -4.009 2.860 -2.221
H -2.924 2.459 -3.548
H -3.017 4.133 -2.940
H -2.282 2.848 -0.706
H 0.761 1.876 -2.993
H -0.917 4.060 -3.961
H -1.025 2.558 -4.921
H 0.528 3.372 -4.689
C -1.481 -1.069 -0.910
H -2.491 -0.566 -0.687
H -1.476 -1.766 -1.738
```

Charge distribution, Löwdin scheme, values in e:
1. Mo 1.192
2. N 0.048
3. N 0.021
4. C -0.349
5. N 0.258
6. N -0.012
7. N -0.401
8. O -0.085
9. O 0.182
10. H 0.120
11. H 0.091
12. H 0.178
13. H 0.153
14. H 0.124
15. C -0.021
16. N -0.007
17. C -0.731
18. S 0.611
19. N -0.002
20. C -0.017
21. H 0.103
22. H 0.092
23. H 0.100
24. H 0.124
25. H 0.128
26. H 0.094
27. H 0.099
28. H 0.105
29. C -0.248
30. H 0.021
31. H 0.029


DFT (ωB97M-V/def2-TZVPD) results for C41H62N4O2SeSr as an isolated structure in a non-equilibrium geometry.

Summary:
- Electronic energy: -119761.98781 eV
- HOMO-LUMO gap: 0.232 hartree
- Spin multiplicity: 1
- E_LUMO: -0.11 eV
- Energy above the lowest of the compared OMol25 structures with the same formula, charge and spin: 3.304 eV

The geometry in XYZ format:
```
111
C41H62N4O2SeSr | OMol25 | ωB97M-V/def2-TZVPD
Sr 0.557 -0.387 -0.662
C -2.772 6.406 2.066
C -2.305 6.528 0.615
C -3.492 6.988 -0.239
C -1.202 7.593 0.557
C -1.757 5.203 0.083
C -1.672 4.049 0.844
C -1.106 2.885 0.342
Se -1.037 1.406 1.524
C 0.592 1.898 2.388
C 0.566 2.836 3.389
C 1.746 3.267 4.008
C 2.918 2.661 3.588
C 3.005 1.674 2.595
C 1.817 1.310 1.934
O 1.753 0.450 0.974
C 4.407 1.089 2.319
C 4.452 -0.066 1.308
C 5.315 2.202 1.781
C 4.993 0.545 3.629
C 1.690 4.344 5.095
C 1.071 5.623 4.512
C 3.073 4.686 5.642
C 0.818 3.856 6.260
C -0.571 2.806 -0.968
O 0.009 1.686 -1.387
C -0.714 3.964 -1.782
C -1.284 5.106 -1.221
C -0.213 4.013 -3.230
C -0.415 5.385 -3.879
C 1.295 3.719 -3.269
C -0.968 2.995 -4.090
H -3.155 7.370 2.411
H -1.956 6.115 2.733
H -3.575 5.671 2.177
H -3.912 7.918 0.156
H -4.282 6.233 -0.248
H -3.193 7.171 -1.274
H -1.560 8.545 0.962
H -0.871 7.768 -0.470
H -0.330 7.282 1.139
H -2.055 4.044 1.855
H -0.387 3.256 3.698
H 3.844 2.967 4.064
H 4.078 0.227 0.330
H 3.854 -0.920 1.630
H 5.497 -0.388 1.214
H 4.892 2.643 0.874
H 6.308 1.805 1.540
H 5.444 3.009 2.507
H 4.372 -0.262 4.027
H 5.071 1.314 4.400
H 5.998 0.143 3.454
H 1.653 5.982 3.658
H 1.036 6.420 5.263
H 0.048 5.452 4.163
H 3.734 5.073 4.860
H 3.558 3.817 6.097
H 2.985 5.456 6.413
H -0.204 3.641 5.936
H 0.764 4.613 7.050
H 1.228 2.939 6.693
H -1.359 5.993 -1.840
H 0.106 6.179 -3.338
H -1.470 5.664 -3.955
H -0.008 5.351 -4.893
H 1.845 4.520 -2.767
H 1.644 3.653 -4.305
H 1.511 2.788 -2.748
H -2.048 3.152 -4.022
H -0.743 1.983 -3.759
H -0.669 3.092 -5.139
C 3.144 -1.911 -1.638
N 2.484 -0.592 -1.918
C 3.415 0.353 -2.586
C 1.286 -0.775 -2.826
C 0.353 -1.983 -2.374
N -0.996 -1.582 -1.802
C -1.659 -0.635 -2.779
C -1.783 -2.823 -1.618
H 3.063 -2.604 -2.478
H 2.719 -2.394 -0.736
H 4.197 -1.747 -1.433
H 3.913 -0.128 -3.433
H 4.158 0.709 -1.878
H 2.851 1.205 -2.959
H 1.629 -0.952 -3.844
H 0.712 0.189 -2.840
H 0.873 -2.609 -1.623
H 0.178 -2.633 -3.229
H -1.642 -1.025 -3.800
H -1.136 0.340 -2.755
H -2.691 -0.450 -2.491
H -1.954 -3.344 -2.565
H -2.743 -2.579 -1.171
H -1.244 -3.495 -0.953
N -2.311 -3.235 3.079
C -2.139 -2.808 1.796
N -1.074 -2.084 1.615
C -0.470 -2.048 2.891
C 0.716 -1.430 3.295
C 1.076 -1.524 4.621
C 0.280 -2.232 5.541
C -0.887 -2.860 5.156
C -1.237 -2.746 3.811
H -3.093 -3.761 3.424
H -2.861 -3.055 1.033
H 1.327 -0.890 2.593
H 1.980 -1.033 4.962
H 0.592 -2.285 6.576
H -1.496 -3.404 5.868
```

Results of the Löwdin charge analysis, in e, for atoms 1 through 99:
1. Sr 1.533
2. C -0.067
3. C -0.558
4. C -0.053
5. C -0.048
6. C -0.181
7. C -0.080
8. C -0.417
9. Se 1.118
10. C -0.397
11. C -0.072
12. C -0.175
13. C 0.006
14. C -0.087
15. C -0.414
16. O -0.401
17. C -0.526
18. C -0.067
19. C -0.049
20. C -0.051
21. C -0.560
22. C -0.050
23. C -0.073
24. C -0.052
25. C -0.351
26. O -0.367
27. C -0.085
28. C 0.009
29. C -0.533
30. C -0.078
31. C -0.041
32. C -0.039
33. H 0.083
34. H 0.071
35. H 0.088
36. H 0.081
37. H 0.089
38. H 0.075
39. H 0.082
40. H 0.077
41. H 0.087
42. H 0.083
43. H 0.098
44. H 0.088
45. H 0.051
46. H 0.082
47. H 0.085
48. H 0.090
49. H 0.081
50. H 0.077
51. H 0.080
52. H 0.074
53. H 0.083
54. H 0.090
55. H 0.082
56. H 0.064
57. H 0.086
58. H 0.084
59. H 0.082
60. H 0.077
61. H 0.081
62. H 0.088
63. H 0.088
64. H 0.085
65. H 0.087
66. H 0.083
67. H 0.094
68. H 0.085
69. H 0.046
70. H 0.095
71. H 0.047
72. H 0.083
73. C -0.069
74. N -0.378
75. C -0.046
76. C -0.274
77. C -0.264
78. N -0.407
79. C -0.052
80. C -0.089
81. H 0.096
82. H 0.090
83. H 0.091
84. H 0.094
85. H 0.087
86. H 0.075
87. H 0.133
88. H 0.077
89. H 0.098
90. H 0.127
91. H 0.101
92. H 0.043
93. H 0.102
94. H 0.092
95. H 0.082
96. H 0.083
97. N 0.117
98. C -0.187
99. N 0.106


DFT (ωB97M-V/def2-TZVPD) results for C15H22N5Pt as an isolated structure in a non-equilibrium geometry.

Summary:
- Electronic energy: -26593.86644 eV
- HOMO-LUMO gap (spin up / spin down): 0.237 / 0.274 hartree
- Net charge: +1
- Spin multiplicity: 5
- E_LUMO (spin up / spin down): -2.57 / -4.21 eV
- Energy above the lowest of the compared OMol25 structures with the same formula, charge and spin: 0.000 eV

The geometry in XYZ format:
```
43
C15H22N5Pt | OMol25 | ωB97M-V/def2-TZVPD
C -1.314 1.155 -4.498
C -2.731 0.868 -4.235
C -0.837 2.544 -4.461
C -0.460 0.112 -5.085
H -1.036 3.037 -5.431
H 0.249 2.610 -4.291
H -1.347 3.142 -3.691
H -3.322 1.001 -5.160
H -3.164 1.544 -3.483
H -2.893 -0.169 -3.904
H -0.577 0.104 -6.184
H -0.730 -0.895 -4.733
H 0.608 0.277 -4.881
C -0.819 1.168 1.960
C -0.430 2.152 0.962
C -1.327 1.999 -0.171
H 0.295 2.969 1.138
C -2.271 0.946 0.116
C -1.958 0.416 1.414
H -2.574 -0.315 1.974
H -0.436 1.115 2.996
H -1.401 2.701 -1.020
H -3.151 0.653 -0.491
C 1.936 -1.415 -0.391
C 2.349 -0.317 0.477
C 2.187 0.920 -0.277
H 2.850 -0.412 1.456
C 1.695 0.561 -1.599
C 1.561 -0.869 -1.677
H 1.313 -1.475 -2.574
H 2.086 -2.487 -0.174
H 2.550 1.912 0.054
H 1.623 1.257 -2.459
Pt 0.105 -0.018 0.263
N 1.786 -4.098 3.234
N 0.978 -3.095 2.839
N -0.090 -2.734 3.594
C -0.576 -1.721 2.881
N 0.154 -1.519 1.715
N 1.161 -2.428 1.739
H 2.577 -4.342 2.670
H 1.603 -4.586 4.090
H -1.451 -1.183 3.243
```

Charge distribution, Löwdin scheme, values in e:
1. C -0.414
2. C -0.094
3. C -0.096
4. C -0.096
5. H 0.094
6. H 0.069
7. H 0.069
8. H 0.093
9. H 0.071
10. H 0.078
11. H 0.093
12. H 0.077
13. H 0.069
14. C -0.204
15. C -0.166
16. C -0.124
17. H 0.124
18. C -0.118
19. C -0.194
20. H 0.105
21. H 0.122
22. H 0.115
23. H 0.121
24. C -0.203
25. C -0.199
26. C -0.161
27. H 0.121
28. C -0.125
29. C -0.109
30. H 0.118
31. H 0.103
32. H 0.124
33. H 0.114
34. Pt 1.191
35. N 0.156
36. N -0.231
37. N 0.161
38. C -0.144
39. N -0.120
40. N 0.061
41. H 0.119
42. H 0.122
43. H 0.110


Repeat the third record exactly.
DFT (ωB97M-V/def2-TZVPD) results for C15H22N5Pt as an isolated structure in a non-equilibrium geometry.

Summary:
- Electronic energy: -26593.86644 eV
- HOMO-LUMO gap (spin up / spin down): 0.237 / 0.274 hartree
- Net charge: +1
- Spin multiplicity: 5
- E_LUMO (spin up / spin down): -2.57 / -4.21 eV
- Energy above the lowest of the compared OMol25 structures with the same formula, charge and spin: 0.000 eV

The geometry in XYZ format:
```
43
C15H22N5Pt | OMol25 | ωB97M-V/def2-TZVPD
C -1.314 1.155 -4.498
C -2.731 0.868 -4.235
C -0.837 2.544 -4.461
C -0.460 0.112 -5.085
H -1.036 3.037 -5.431
H 0.249 2.610 -4.291
H -1.347 3.142 -3.691
H -3.322 1.001 -5.160
H -3.164 1.544 -3.483
H -2.893 -0.169 -3.904
H -0.577 0.104 -6.184
H -0.730 -0.895 -4.733
H 0.608 0.277 -4.881
C -0.819 1.168 1.960
C -0.430 2.152 0.962
C -1.327 1.999 -0.171
H 0.295 2.969 1.138
C -2.271 0.946 0.116
C -1.958 0.416 1.414
H -2.574 -0.315 1.974
H -0.436 1.115 2.996
H -1.401 2.701 -1.020
H -3.151 0.653 -0.491
C 1.936 -1.415 -0.391
C 2.349 -0.317 0.477
C 2.187 0.920 -0.277
H 2.850 -0.412 1.456
C 1.695 0.561 -1.599
C 1.561 -0.869 -1.677
H 1.313 -1.475 -2.574
H 2.086 -2.487 -0.174
H 2.550 1.912 0.054
H 1.623 1.257 -2.459
Pt 0.105 -0.018 0.263
N 1.786 -4.098 3.234
N 0.978 -3.095 2.839
N -0.090 -2.734 3.594
C -0.576 -1.721 2.881
N 0.154 -1.519 1.715
N 1.161 -2.428 1.739
H 2.577 -4.342 2.670
H 1.603 -4.586 4.090
H -1.451 -1.183 3.243
```

Charge distribution, Löwdin scheme, values in e:
1. C -0.414
2. C -0.094
3. C -0.096
4. C -0.096
5. H 0.094
6. H 0.069
7. H 0.069
8. H 0.093
9. H 0.071
10. H 0.078
11. H 0.093
12. H 0.077
13. H 0.069
14. C -0.204
15. C -0.166
16. C -0.124
17. H 0.124
18. C -0.118
19. C -0.194
20. H 0.105
21. H 0.122
22. H 0.115
23. H 0.121
24. C -0.203
25. C -0.199
26. C -0.161
27. H 0.121
28. C -0.125
29. C -0.109
30. H 0.118
31. H 0.103
32. H 0.124
33. H 0.114
34. Pt 1.191
35. N 0.156
36. N -0.231
37. N 0.161
38. C -0.144
39. N -0.120
40. N 0.061
41. H 0.119
42. H 0.122
43. H 0.110


Among the records above, which one has the highest spin multiplicity? C15H22N5Pt


Look up the spin multiplicity of the first one. 3